#P
Molecular formula: C2HNO
Method: DFT, ωB97M-V with the def2-TZVPD basis set

As for the total charge: 0. For the HOMO-LUMO gap, the calculation gives 0.351 Eh.

Positions of all 5 atoms, in Å:
O  -0.38  1.69  -0.79
C  -0.21  0.58  -0.98
C  0.21  -0.69  0.81
N  0.39  -1.07  1.90
H  -0.01  -0.51  -0.95

---

#Q
Molecular formula: C2HNO
Method: DFT, ωB97M-V with the def2-TZVPD basis set

As for the total charge: 0. For the HOMO-LUMO gap, the calculation gives 0.381 Eh.

Positions of all 5 atoms, in Å:
C  -0.79  0.36  0.06
C  0.42  -0.39  0.01
N  -1.71  1.03  -0.04
O  0.60  -1.57  -0.01
H  1.48  0.57  -0.02

---

Most stable to least stable, the ends of the list are #Q and #P.

---

#P
Molecular formula: C5H4S
Method: DFT, ωB97M-V with the def2-TZVPD basis set

As for the total charge: 0. For the HOMO-LUMO gap, the calculation gives 0.272 Eh.

Positions of all 10 atoms, in Å:
C  0.28  0.06  -1.09
C  1.56  0.51  -0.77
C  -0.39  -0.37  0.03
C  -0.03  -0.53  1.34
C  -1.50  -0.39  1.01
S  1.99  0.89  0.80
H  -0.08  -0.01  -2.11
H  2.33  0.61  -1.53
H  -2.11  0.51  1.01
H  -2.05  -1.27  1.31

---

#Q
Molecular formula: C5H4S
Method: DFT, ωB97M-V with the def2-TZVPD basis set

As for the total charge: 0. For the HOMO-LUMO gap (alpha / beta), the calculation gives 0.268 / 0.277 Eh.

Positions of all 10 atoms, in Å:
C  -0.27  0.06  0.08
C  -1.61  -0.09  -0.11
C  1.02  -0.71  0.02
C  -2.77  0.14  -0.03
C  1.83  0.56  -0.18
S  0.50  1.62  -0.02
H  1.35  -1.00  1.07
H  1.01  -1.38  -0.73
H  -3.81  0.16  -0.36
H  2.74  0.65  0.27

---

Most stable to least stable, the ends of the list are #P and #Q.

---

#P
Molecular formula: C4H12NO2
Method: DFT, ωB97M-V with the def2-TZVPD basis set

As for the total charge: 0. For the HOMO-LUMO gap (alpha / beta), the calculation gives 0.385 / 0.243 Eh. Its spin multiplicity is 2.

Positions of all 19 atoms, in Å:
C  -0.21  0.07  1.35
N  0.48  0.65  0.17
C  -0.25  1.84  -0.47
O  -1.01  1.63  -1.61
C  0.74  -1.01  1.97
C  0.51  -2.36  1.35
H  -1.18  -0.31  1.09
H  -0.56  0.84  2.09
H  0.65  -0.19  -0.49
H  0.65  2.42  -0.81
H  -0.93  2.33  0.24
H  1.79  -0.66  1.98
H  0.81  -0.99  3.00
H  0.03  -3.00  1.97
H  1.38  -3.08  1.31
H  0.05  -2.16  0.37
H  0.43  -0.13  -2.84
H  -0.90  0.32  -2.10
O  -0.27  -0.54  -2.43

---

#Q
Molecular formula: C4H12NO2
Method: DFT, ωB97M-V with the def2-TZVPD basis set

As for the total charge: 0. For the HOMO-LUMO gap (alpha / beta), the calculation gives 0.122 / 0.276 Eh. Its spin multiplicity is 2.

Positions of all 19 atoms, in Å:
O  0.30  -0.35  -2.52
C  -0.68  -0.52  -1.86
C  -0.81  0.02  -0.42
N  0.58  -0.28  0.29
C  1.46  1.04  0.06
C  -1.96  -0.49  0.29
H  -1.59  -1.09  -2.19
H  -0.85  1.20  -0.68
H  0.26  -0.31  1.42
H  1.17  -1.12  -0.04
H  2.15  1.10  0.94
H  0.97  2.01  0.17
H  2.07  1.08  -0.86
H  -2.05  -1.55  0.09
H  -2.85  -0.04  -0.34
H  -1.98  -0.16  1.36
H  0.25  -0.16  3.40
H  1.09  1.18  3.42
O  0.86  0.30  2.87

---

#R
Molecular formula: C4H12NO2
Method: DFT, ωB97M-V with the def2-TZVPD basis set

As for the total charge: 0. For the HOMO-LUMO gap (alpha / beta), the calculation gives 0.204 / 0.323 Eh. Its spin multiplicity is 2.

Positions of all 19 atoms, in Å:
C  -1.83  0.71  -2.48
C  -1.25  1.03  -1.08
C  -1.65  2.02  -0.24
C  0.88  -0.04  -1.45
N  -0.06  0.38  -0.66
H  -2.93  0.87  -2.54
H  -1.66  -0.32  -2.81
H  -1.32  1.34  -3.31
H  -1.29  2.28  0.78
H  -2.49  2.74  -0.58
H  1.83  -0.16  -0.90
H  0.91  -0.21  -2.47
H  0.01  0.25  0.39
H  3.53  -3.68  3.03
H  3.23  -4.97  2.31
O  2.79  -4.12  2.43
H  0.41  1.81  2.66
H  -0.23  0.41  2.81
O  0.15  0.96  2.16

---

Most stable to least stable, the ends of the list are #R and #Q.

---

#P
Molecular formula: H12NaO6
Method: DFT, ωB97M-V with the def2-TZVPD basis set

As for the total charge: +1. For the HOMO-LUMO gap, the calculation gives 0.439 Eh.

Positions of all 19 atoms, in Å:
Na  -4.55  -13.72  -11.33
O  -4.59  -15.98  -10.51
H  -3.91  -16.33  -11.09
H  -4.56  -16.55  -9.75
O  -5.99  -14.17  -13.30
H  -6.84  -13.98  -13.69
H  -5.37  -14.08  -14.03
O  -2.83  -13.66  -13.45
H  -1.89  -13.48  -13.48
H  -3.18  -13.23  -14.23
O  -6.71  -12.61  -9.86
H  -7.61  -12.58  -9.53
H  -6.42  -11.69  -9.85
O  -4.88  -11.36  -12.03
H  -4.52  -10.75  -12.67
H  -5.83  -11.33  -12.19
O  -3.18  -13.08  -9.51
H  -3.12  -12.13  -9.48
H  -2.52  -13.39  -8.90

---

#Q
Molecular formula: H12NaO6
Method: DFT, ωB97M-V with the def2-TZVPD basis set

As for the total charge: +1. For the HOMO-LUMO gap, the calculation gives 0.378 Eh.

Positions of all 19 atoms, in Å:
Na  0.10  0.07  0.09
O  -0.49  1.71  -0.58
H  0.10  2.47  -0.62
H  -0.82  1.62  -1.48
O  -1.32  0.62  0.88
H  -1.94  0.91  1.55
H  -1.85  0.21  0.21
O  0.05  -1.70  0.71
H  -0.27  -2.53  0.36
H  0.97  -1.86  0.90
O  1.20  0.13  1.33
H  1.06  0.07  2.27
H  2.09  0.48  1.23
O  -1.18  -0.65  -0.86
H  -1.06  -1.45  -0.34
H  -0.76  -0.85  -1.70
O  1.29  -0.03  -1.06
H  1.53  0.88  -0.88
H  1.30  -0.09  -2.02

---

Most stable to least stable, the ends of the list are #P and #Q.

---

#P
Molecular formula: C4H7ClN2
Method: DFT, ωB97M-V with the def2-TZVPD basis set

As for the total charge: 0. For the HOMO-LUMO gap (alpha / beta), the calculation gives 0.282 / 0.315 Eh.

Positions of all 14 atoms, in Å:
C  2.18  -1.26  0.27
C  -0.16  -0.78  0.53
C  2.61  0.05  0.09
C  -1.25  1.05  -0.25
N  0.97  -1.57  0.68
N  0.01  0.55  0.15
Cl  4.21  0.29  -0.42
H  2.89  -2.01  0.11
H  -0.86  -1.39  -0.18
H  -0.73  -0.63  1.52
H  2.06  0.93  0.17
H  -1.69  0.34  -0.91
H  -1.92  1.05  0.69
H  -0.95  2.04  -0.71

---

#Q
Molecular formula: C4H7ClN2
Method: DFT, ωB97M-V with the def2-TZVPD basis set

As for the total charge: 0. For the HOMO-LUMO gap (alpha / beta), the calculation gives 0.424 / 0.150 Eh.

Positions of all 14 atoms, in Å:
C  1.34  0.25  -0.73
C  -0.38  -1.17  0.43
C  -1.02  1.27  -0.16
C  -0.07  0.04  -0.54
N  2.30  0.96  -1.24
N  2.36  -0.48  -1.12
Cl  1.18  -1.05  3.28
H  -1.47  -1.33  0.35
H  -0.05  -1.20  1.52
H  0.09  -2.14  0.02
H  -2.03  0.92  0.34
H  -1.23  2.01  -1.04
H  -0.63  2.02  0.48
H  -0.40  -0.08  -1.59

---

#R
Molecular formula: C4H7ClN2
Method: DFT, ωB97M-V with the def2-TZVPD basis set

As for the total charge: 0. For the HOMO-LUMO gap, the calculation gives 0.325 Eh. Its SMILES is [H]/N=C(\C)N/C=C/Cl.

Positions of all 14 atoms, in Å:
C  -2.18  0.58  -2.26
C  -1.12  0.51  -1.22
C  -0.10  -1.02  0.46
C  0.94  -0.15  0.66
H  -3.15  0.49  -1.71
H  -2.22  1.60  -2.56
H  -2.08  -0.14  -3.11
H  -1.58  2.09  -1.19
H  -1.33  -1.59  -1.41
H  -0.16  -1.96  0.96
H  1.05  0.97  0.60
N  -0.62  1.61  -0.66
N  -0.93  -0.81  -0.68
Cl  2.07  -0.38  1.88

---

#S
Molecular formula: C4H7ClN2
Method: DFT, ωB97M-V with the def2-TZVPD basis set

As for the total charge: 0. For the HOMO-LUMO gap, the calculation gives 0.347 Eh.

Positions of all 14 atoms, in Å:
C  -1.01  -1.47  0.19
C  1.10  -0.87  -0.07
C  -1.25  -0.23  -0.60
C  0.55  1.57  0.40
N  0.21  -1.83  0.43
N  0.51  0.44  -0.41
Cl  -2.49  0.84  0.03
H  -1.92  -2.14  0.41
H  1.99  -0.56  0.56
H  1.57  -1.16  -1.08
H  -1.03  -0.52  -1.68
H  0.01  2.54  -0.03
H  0.13  1.47  1.44
H  1.62  1.91  0.41

---

Most stable to least stable, the ends of the list are #S and #Q.

---

#P
Molecular formula: C4H7ClN2
Method: DFT, ωB97M-V with the def2-TZVPD basis set

As for the total charge: 0. For the HOMO-LUMO gap, the calculation gives 0.370 Eh. Its SMILES is [H]/N=C(N)/C(C)=C/Cl.

Positions of all 14 atoms, in Å:
C  0.01  1.77  0.29
C  0.16  0.33  0.09
C  -0.78  -0.59  -0.03
C  1.58  -0.13  -0.02
H  0.42  2.25  -0.55
H  -0.99  2.08  0.43
H  0.61  2.05  1.12
H  -0.64  -1.65  -0.15
H  2.60  -1.98  -0.21
H  1.32  -2.00  0.90
H  3.40  0.28  -0.31
N  1.86  -1.47  0.23
N  2.46  0.72  -0.43
Cl  -2.52  -0.24  -0.11

---

#Q
Molecular formula: C4H7ClN2
Method: DFT, ωB97M-V with the def2-TZVPD basis set

As for the total charge: 0. For the HOMO-LUMO gap (alpha / beta), the calculation gives 0.277 / 0.273 Eh.

Positions of all 14 atoms, in Å:
C  -0.92  -0.49  0.74
C  -1.09  0.24  -0.67
C  0.05  1.22  -0.64
C  1.14  0.58  0.21
N  0.40  -3.42  0.05
N  0.30  -0.20  1.13
Cl  -0.94  -2.93  0.48
H  -0.94  -0.57  -1.30
H  -2.12  0.70  -0.87
H  0.44  1.47  -1.63
H  -0.21  2.24  -0.31
H  1.88  -0.09  -0.24
H  1.38  1.43  0.93
H  0.64  -0.17  2.13

---

Most stable to least stable, the ends of the list are #P and #Q.

---

#P
Molecular formula: C18H32GeN5O6SeW
Method: DFT, ωB97M-V with the def2-TZVPD basis set

As for the total charge: +3. For the HOMO-LUMO gap, the calculation gives 0.256 Eh.

Positions of all 64 atoms, in Å:
W  1.50  1.63  -0.78
N  1.04  0.55  1.22
C  0.06  -0.55  0.99
C  0.05  -1.68  2.02
C  1.36  -2.46  2.18
C  1.18  -3.72  3.03
N  0.52  -4.79  2.27
C  0.42  -6.05  2.70
N  -0.15  -6.97  1.92
N  0.91  -6.40  3.88
C  0.30  -1.02  -0.44
O  0.27  -2.13  -0.85
O  0.53  0.07  -1.24
H  1.86  0.23  1.73
H  0.61  1.27  1.80
H  -0.93  -0.09  0.98
H  -0.76  -2.35  1.71
H  -0.25  -1.27  2.98
H  2.11  -1.85  2.69
H  1.78  -2.74  1.21
H  0.61  -3.48  3.93
H  2.17  -4.08  3.34
H  0.03  -4.54  1.43
H  -0.49  -6.75  1.00
H  -0.30  -7.91  2.24
H  1.25  -5.72  4.54
H  0.87  -7.36  4.20
O  0.56  2.63  -2.32
C  -0.31  3.17  -1.49
O  0.03  2.97  -0.25
C  -1.47  3.87  -1.91
C  -1.74  4.05  -3.28
C  -2.87  4.74  -3.65
C  -3.74  5.25  -2.68
C  -3.45  5.04  -1.34
C  -2.34  4.37  -0.92
N  -4.39  5.56  -0.31
O  -5.30  6.24  -0.70
O  -4.15  5.25  0.84
H  -1.06  3.66  -4.02
H  -3.09  4.90  -4.70
H  -4.63  5.80  -2.95
H  -2.15  4.24  0.13
C  2.73  2.60  0.70
Ge  3.58  2.20  -2.45
C  3.14  1.69  -4.27
C  4.06  4.07  -2.30
C  4.83  1.01  -1.50
Se  3.49  -0.21  -0.72
C  3.15  -1.29  -2.31
H  3.34  3.36  0.19
H  3.40  2.00  1.32
H  2.06  3.16  1.36
H  2.86  2.60  -4.80
H  2.32  0.98  -4.33
H  4.02  1.26  -4.74
H  3.25  4.73  -2.61
H  4.88  4.20  -3.00
H  4.41  4.36  -1.31
H  5.33  1.50  -0.67
H  5.55  0.42  -2.06
H  2.43  -0.80  -2.96
H  2.76  -2.24  -1.96
H  4.10  -1.43  -2.80

---

#Q
Molecular formula: C18H32GeN5O6SeW
Method: DFT, ωB97M-V with the def2-TZVPD basis set

As for the total charge: +3. For the HOMO-LUMO gap (alpha / beta), the calculation gives 0.262 / 0.262 Eh.

Positions of all 64 atoms, in Å:
W  -0.52  0.36  -1.57
N  1.55  0.45  -0.63
C  1.57  -0.02  0.79
C  2.69  0.54  1.66
C  2.60  2.01  2.07
C  3.84  2.47  2.85
N  4.01  1.81  4.15
C  3.73  2.32  5.35
N  3.11  3.49  5.47
N  4.05  1.64  6.44
C  0.16  0.16  1.36
O  -0.07  0.39  2.50
O  -0.77  0.03  0.41
H  2.18  -0.11  -1.18
H  1.90  1.41  -0.70
H  1.69  -1.10  0.73
H  3.64  0.34  1.15
H  2.69  -0.08  2.56
H  1.71  2.17  2.67
H  2.53  2.66  1.19
H  3.82  3.55  2.98
H  4.75  2.27  2.28
H  4.53  0.95  4.15
H  2.91  4.08  4.68
H  2.96  3.90  6.38
H  4.54  0.76  6.39
H  3.87  2.00  7.36
O  -2.61  0.93  -1.69
C  -2.69  -0.18  -2.31
O  -1.66  -0.32  -3.11
C  -3.34  -1.36  -1.71
C  -4.24  -1.28  -0.63
C  -4.05  -2.10  0.47
C  -2.82  -2.76  0.64
C  -1.96  -2.79  -0.44
C  -2.32  -2.30  -1.67
N  -0.51  -2.80  -0.26
O  0.04  -3.46  0.55
O  0.13  -1.99  -1.03
H  -5.03  -0.55  -0.63
H  -4.76  -2.08  1.29
H  -2.52  -3.14  1.60
H  -1.63  -2.39  -2.50
C  0.91  -0.28  -3.13
Ge  0.21  2.44  -3.29
C  2.05  3.03  -3.07
C  -0.40  2.06  -5.09
C  -0.98  3.63  -2.23
Se  -0.61  2.75  -0.54
C  -2.22  2.87  0.54
H  1.84  0.27  -3.27
H  0.43  -0.34  -4.10
H  1.18  -1.30  -2.84
H  2.76  2.34  -3.52
H  2.31  3.22  -2.03
H  2.13  3.98  -3.59
H  0.38  1.54  -5.65
H  -0.60  3.01  -5.57
H  -1.30  1.46  -5.08
H  -2.03  3.50  -2.48
H  -0.70  4.68  -2.17
H  -2.32  3.92  0.83
H  -2.05  2.25  1.41
H  -3.07  2.53  -0.04

---

Most stable to least stable, the ends of the list are #P and #Q.

---

#P
Molecular formula: CHI2P
Method: DFT, ωB97M-V with the def2-TZVPD basis set

As for the total charge: 0. For the HOMO-LUMO gap (alpha / beta), the calculation gives 0.292 / 0.239 Eh.

Positions of all 5 atoms, in Å:
C  2.43  -0.09  0.21
P  0.41  -1.13  -0.39
I  4.12  -1.25  0.00
I  2.54  1.96  -0.05
H  -0.27  0.05  -0.04

---

#Q
Molecular formula: CHI2P
Method: DFT, ωB97M-V with the def2-TZVPD basis set

As for the total charge: 0. For the HOMO-LUMO gap (alpha / beta), the calculation gives 0.232 / 0.221 Eh.

Positions of all 5 atoms, in Å:
C  0.04  1.14  0.39
P  -1.19  -1.35  0.62
I  -0.94  1.90  -1.31
I  2.17  0.50  -0.18
H  -0.08  -2.19  0.48

---

Most stable to least stable, the ends of the list are #P and #Q.

---

#P
Molecular formula: C2H2N2O3
Method: DFT, ωB97M-V with the def2-TZVPD basis set

As for the total charge: 0. For the HOMO-LUMO gap (alpha / beta), the calculation gives 0.264 / 0.285 Eh. Its spin multiplicity is 3.

Positions of all 9 atoms, in Å:
C  0.30  0.04  -1.85
C  0.35  -0.51  1.44
N  0.31  -1.16  -1.85
N  -0.47  0.30  1.11
O  0.42  1.17  -2.11
O  0.97  -1.49  1.44
O  -1.01  1.37  1.81
H  0.56  -1.81  -1.15
H  -1.42  2.09  1.15

---

#Q
Molecular formula: C2H2N2O3
Method: DFT, ωB97M-V with the def2-TZVPD basis set

As for the total charge: 0. For the HOMO-LUMO gap (alpha / beta), the calculation gives 0.252 / 0.284 Eh. Its spin multiplicity is 3.

Positions of all 9 atoms, in Å:
C  -1.21  0.26  1.32
C  1.31  0.14  -1.85
N  -1.00  -0.37  2.29
N  2.19  -0.68  -1.95
O  -2.11  0.90  0.63
O  0.48  0.99  -1.89
O  -0.44  -0.85  3.24
H  -2.04  0.94  -0.40
H  2.81  -1.33  -1.40

---

Most stable to least stable, the ends of the list are #P and #Q.